{
  "formula": "C10H21N2",
  "method": "ωB97M-V/def2-TZVPD",
  "relative_energy_kcal_mol": 44.0,
  "total_charge": 1,
  "total_energy_ev": -13677.6670,
  "spin_multiplicity": 3,
  "homo_ev": [-8.98, -14.32],
  "orbital_gap_ev": [5.886, 6.750],
  "species": ["C", "C", "C", "C", "C", "C", "C", "C", "C", "C", "N", "N", "H", "H", "H", "H", "H", "H", "H", "H", "H", "H", "H", "H", "H", "H", "H", "H", "H", "H", "H", "H", "H"],
  "coordinates": [[-0.168129, -2.232393, -1.332172], [-0.377652, 1.735717, -0.436782], [-1.492244, 0.936704, -1.114691], [1.177133, 1.229133, -0.710403], [-1.580073, -0.528724, -0.558177], [1.270342, -0.027361, 0.019172], [2.051798, 2.215705, 0.108185], [-3.354446, 0.098104, 1.226801], [2.741143, -1.930527, 0.792848], [-1.957914, -0.483283, 0.911460], [-0.253057, -1.205850, -0.669693], [2.370216, -0.801253, -0.051774], [0.879465, -2.713379, -1.341429], [-0.956030, -2.803227, -1.713039], [-0.465167, 2.712929, -0.754234], [-0.588371, 1.848255, 0.611501], [-2.382101, 1.536485, -1.075020], [-1.253492, 0.893335, -2.195077], [1.595108, 1.269446, -1.703183], [-2.426713, -1.012377, -1.006309], [0.818860, 0.058599, 0.994589], [1.765434, 3.223329, -0.034818], [3.164282, 2.063028, -0.182265], [1.974600, 1.818021, 1.135080], [-4.196660, -0.481715, 0.787016], [-3.419826, 1.121513, 0.962404], [-3.488072, 0.052318, 2.349429], [3.244092, -2.719565, 0.123507], [3.406480, -1.590112, 1.697667], [1.825242, -2.265442, 1.203269], [-1.837533, -1.469849, 1.292782], [-1.115162, 0.116067, 1.467696], [3.028450, -0.663641, -0.804348]],
  "forces_ev_per_a": [[5.859, -6.071, -3.432], [1.342, -1.948, -1.122], [1.653, -0.953, -0.920], [-2.077, 2.163, 1.286], [0.591, 3.698, 1.903], [1.512, -0.890, -0.638], [2.182, -2.488, 0.092], [0.270, -1.535, 1.581], [1.543, 0.268, 0.331], [1.208, 1.591, 1.049], [-3.818, 5.064, 3.675], [-0.238, 0.140, -0.140], [-1.776, 0.172, -0.091], [-1.255, -0.471, -0.665], [0.145, 2.188, -1.126], [0.458, -0.381, 0.768], [-0.768, -0.230, 0.392], [-0.096, -0.145, 0.366], [-0.730, -0.464, -0.710], [0.360, -1.123, -1.145], [-0.355, -0.777, 0.277], [-0.276, 0.980, 0.128], [-1.739, 0.425, 0.421], [0.134, 1.175, 0.049], [0.681, 0.383, 0.092], [-0.200, 0.986, -0.424], [0.029, 0.035, -1.214], [-0.708, 1.180, 1.330], [-0.922, -0.631, -1.910], [-0.786, -0.894, 0.522], [-0.209, -0.947, 0.419], [-1.807, -0.894, -0.743], [-0.207, 0.390, -0.403]]
}

{
  "formula": "C10H21N2O3",
  "method": "ωB97M-V/def2-TZVPD",
  "relative_energy_kcal_mol": 27.5,
  "total_charge": 1,
  "total_energy_ev": -19825.6217,
  "homo_ev": -13.46,
  "orbital_gap_ev": 11.078,
  "species": ["C", "C", "C", "C", "C", "C", "C", "C", "C", "C", "N", "N", "O", "O", "O", "H", "H", "H", "H", "H", "H", "H", "H", "H", "H", "H", "H", "H", "H", "H", "H", "H", "H", "H", "H", "H"],
  "coordinates": [[1.382670, -3.376470, -2.276890], [1.965707, -2.244638, -3.005328], [0.702011, -2.851087, -1.026332], [0.992720, -1.100422, -2.645919], [-1.423896, 0.038668, 1.539525], [-0.161448, -0.815319, 0.944538], [0.035446, -0.516490, -0.478882], [-0.913554, 2.572968, 1.881449], [1.132976, -0.334926, 1.623917], [-1.416507, 3.954265, 1.304870], [0.579297, -1.434858, -1.267803], [-1.474032, 1.414229, 1.060571], [-0.205168, 0.669757, -0.916297], [-1.285969, 2.444318, 3.209013], [-1.592128, 3.815044, -0.087458], [0.542544, -3.782712, -2.834159], [2.036390, -4.273105, -2.101601], [2.983787, -2.020076, -2.781473], [1.877576, -2.321514, -4.039390], [-0.275851, -3.218990, -0.931995], [1.445722, -3.110998, -0.195518], [1.399286, -0.053364, -2.768548], [0.096010, -1.240018, -3.221699], [-2.402030, -0.392904, 1.331300], [-1.186134, 0.089595, 2.620012], [-0.465342, -1.823074, 1.052006], [1.186619, 0.832097, 1.711576], [2.012177, -0.922117, 1.204363], [1.274958, -0.710428, 2.632754], [-0.573814, 4.538343, 1.454453], [-2.318638, 4.474052, 1.693017], [-0.770608, 1.244054, -0.027036], [-2.449189, 1.447577, 0.746253], [0.118060, 2.359422, 1.830289], [-2.120957, 2.993151, 3.404085], [-0.728693, 3.655970, -0.637664]],
  "forces_ev_per_a": [[-0.911, -2.860, -0.073], [-0.567, 1.991, 0.572], [3.049, -0.173, 1.410], [0.839, 0.487, 0.158], [2.430, -0.814, 1.341], [-1.882, 2.575, 1.010], [0.478, -0.049, -1.570], [-3.866, -0.418, 0.352], [1.166, -0.221, 0.552], [0.893, -1.974, -1.512], [0.023, 2.366, 0.102], [-0.437, 0.349, -1.656], [0.440, -0.724, 0.066], [-1.567, 1.103, 1.048], [1.315, -0.346, -2.204], [0.108, -0.148, -0.653], [-0.408, 1.092, 0.049], [0.717, 0.216, 0.463], [0.194, -0.580, -1.883], [-1.047, -1.070, 0.697], [-1.616, 0.638, -0.397], [-0.590, -1.237, 0.378], [-0.345, 0.347, -0.716], [0.339, -0.447, 0.198], [-0.734, -0.437, -0.335], [0.353, -1.196, 0.519], [0.414, -2.473, -0.718], [-0.702, 1.612, -0.319], [-0.879, 0.152, 0.528], [1.365, 1.834, 0.732], [0.447, -1.026, 0.168], [-0.496, -0.047, 0.188], [0.496, 1.477, 0.134], [1.330, 0.655, -0.099], [1.893, -1.298, -0.494], [-2.245, 0.648, 1.964]]
}

{
  "formula": "C10H21N2O6Ti",
  "method": "ωB97M-V/def2-TZVPD",
  "total_charge": 0,
  "total_energy_ev": -49091.6397,
  "spin_multiplicity": 4,
  "homo_ev": [-4.04, -8.47],
  "orbital_gap_ev": [4.666, 9.037],
  "species": ["Ti", "O", "C", "O", "O", "H", "C", "C", "O", "C", "H", "H", "H", "H", "H", "H", "C", "C", "O", "N", "C", "H", "H", "H", "H", "H", "H", "H", "C", "C", "O", "N", "C", "H", "H", "H", "H", "H", "H", "H"],
  "coordinates": [[0.249943, 0.157479, 0.108984], [-0.491641, 0.871777, 2.235797], [-1.792738, 1.369601, 1.921326], [-2.349947, 1.950913, 2.863492], [-2.145482, 1.154722, 0.738008], [-0.471007, 0.966625, 3.195180], [-0.677252, 0.222666, -4.432225], [-0.015613, -0.430783, -3.256491], [0.071171, 0.168533, -2.212584], [0.402351, -1.871629, -3.378281], [-0.656429, 1.303070, -4.322936], [-1.719877, -0.111489, -4.414455], [-0.251057, -0.080651, -5.387079], [1.029172, -2.147886, -2.529331], [0.977460, -2.031462, -4.292670], [-0.479167, -2.514158, -3.382016], [-3.027228, -2.553602, 1.375274], [-1.618361, -2.709134, 0.860028], [-0.993228, -1.747496, 0.441862], [-1.085437, -3.949662, 0.895148], [0.270518, -4.239258, 0.483988], [-3.102367, -2.876231, 2.413666], [-3.720972, -3.161996, 0.792868], [-3.294009, -1.503201, 1.284984], [-1.610963, -4.685446, 1.331872], [0.613871, -3.484803, -0.216221], [0.310269, -5.225412, 0.026155], [0.953475, -4.219195, 1.338206], [0.251064, 4.061608, 1.184990], [1.451468, 3.167841, 1.031361], [1.388742, 2.082642, 0.460017], [2.604365, 3.597613, 1.569872], [3.869760, 2.929813, 1.402529], [-0.494820, 3.528081, 1.781307], [-0.190192, 4.286129, 0.219780], [0.507530, 4.970950, 1.728194], [2.621018, 4.495114, 2.019700], [4.454839, 3.011129, 2.319890], [4.446403, 3.374679, 0.589346], [3.714369, 1.872510, 1.210465]],
  "forces_ev_per_a": [[-0.641, 0.406, 0.192], [-0.114, -0.284, -0.141], [-1.133, 0.555, -0.027], [0.380, -0.409, -0.550], [1.092, -0.188, 0.437], [0.350, -0.060, 0.021], [-0.043, -0.061, -0.099], [-0.261, -0.608, -0.547], [0.176, 0.482, 1.435], [0.426, 0.086, 0.120], [-0.021, 0.023, 0.008], [-0.008, 0.075, -0.090], [0.042, -0.025, 0.008], [-0.102, 0.088, 0.066], [-0.196, -0.057, -0.074], [-0.043, -0.001, -0.127], [-0.002, -0.016, -0.141], [-0.212, -0.183, 0.321], [0.646, 0.551, -0.524], [-0.110, 0.108, -0.072], [0.268, -0.051, 0.265], [0.054, 0.055, 0.045], [0.016, 0.016, -0.037], [-0.046, -0.020, 0.069], [-0.119, 0.043, -0.001], [-0.078, 0.049, -0.081], [0.007, 0.000, -0.070], [-0.020, -0.016, -0.070], [0.105, -0.193, 0.595], [-0.285, 0.069, 0.052], [-0.152, -0.645, -0.559], [0.011, 0.265, 0.067], [0.399, -0.221, 0.198], [-0.006, 0.023, -0.127], [0.040, 0.009, -0.108], [-0.072, 0.110, -0.176], [-0.162, 0.048, -0.062], [-0.052, 0.061, -0.020], [-0.023, -0.102, -0.059], [-0.112, 0.017, -0.136]]
}